[1]
Below is a single C20H23N5O4S2 molecule, with properties calculated with the ωB97M-V functional and the def2-TZVPD basis.

Properties
calculated total energy: -58423.5021 eV
relative energy (zero: lowest compared OMol25 entry of this formula, charge and spin): 184.20 kJ/mol
SMILES: Cc1cc(C(=O)CSc2ncn[nH]2)c(C)n1-c1cccc(S(=O)(=O)N2CCOCC2)c1
HOMO: -0.3083 Ha
multiplicity: 1

CARTESIAN COORDINATES (ANGSTROEM)
C (2.4896, 0.3336, -2.0904)
C (2.3589, -0.4603, -0.8399)
C (2.7816, -1.7245, -0.5681)
C (2.4576, -2.0120, 0.7910)
C (1.8516, -0.8732, 1.3071)
N (1.7947, 0.0565, 0.3136)
C (1.2669, 1.3528, 0.4356)
C (0.2629, 1.7846, -0.4245)
C (-0.2180, 3.0716, -0.3080)
C (0.2610, 3.9416, 0.6513)
C (1.2494, 3.5050, 1.5207)
C (1.7526, 2.2207, 1.4124)
H (2.5382, 1.8866, 2.0725)
H (1.6370, 4.1706, 2.2765)
H (-0.1347, 4.9437, 0.6934)
S (-1.5016, 3.5765, -1.4509)
O (-1.7226, 4.9869, -1.2939)
O (-1.1795, 3.0717, -2.7523)
N (-2.7715, 2.6563, -0.8502)
C (-3.4483, 3.2524, 0.2861)
H (-2.6967, 3.7454, 0.9030)
C (-4.5105, 4.2586, -0.1698)
H (-5.1128, 4.5960, 0.6753)
O (-5.4097, 3.6661, -1.0817)
C (-4.7338, 3.1834, -2.2221)
H (-5.4998, 2.7610, -2.8743)
C (-3.6973, 2.1266, -1.8350)
H (-3.1108, 1.8271, -2.7025)
H (-4.1907, 1.2541, -1.3954)
H (-4.2223, 4.0109, -2.7370)
H (-4.0080, 5.1171, -0.6363)
H (-3.9162, 2.4435, 0.8565)
H (-0.1472, 1.1396, -1.1836)
C (1.2893, -0.6533, 2.6611)
H (0.9334, -1.6024, 3.0552)
H (0.4760, 0.0699, 2.6369)
H (2.0579, -0.2943, 3.3464)
C (2.6868, -3.2393, 1.5246)
O (2.4199, -3.3909, 2.7000)
C (3.3002, -4.3815, 0.7258)
H (4.2255, -4.0700, 0.2434)
H (3.4606, -5.2477, 1.3666)
S (2.1685, -4.9193, -0.6025)
C (1.4584, -6.2962, 0.1691)
N (1.8686, -6.8951, 1.2662)
C (0.9941, -7.9109, 1.4120)
N (0.0822, -7.9781, 0.4756)
N (0.3758, -6.9390, -0.3245)
H (-0.1627, -6.7413, -1.1519)
H (1.0481, -8.6023, 2.2265)
H (3.2662, -2.3801, -1.2631)
H (2.7543, 1.3669, -1.8708)
H (1.5621, 0.3400, -2.6627)
H (3.2650, -0.1055, -2.7126)

Forces on the atoms, in the same order (eV/Å):
C -0.09 -0.01 0.01
C 0.33 -0.18 -0.40
C -0.16 0.19 0.14
C -0.26 0.89 0.09
C 0.08 -0.68 0.23
N 0.13 -0.38 -0.07
C -0.38 0.68 -0.03
C 0.25 -0.26 0.15
C -0.31 0.33 -0.24
C -0.09 0.14 -0.06
C -0.03 -0.06 -0.01
C -0.01 -0.04 -0.13
H 0.08 -0.05 0.05
H 0.03 0.06 0.06
H -0.01 0.14 0.05
S 0.07 -0.39 0.45
O 0.06 -0.07 0.25
O -0.03 -0.25 -0.02
N 0.86 0.42 -0.46
C -0.33 0.39 0.31
H -0.13 0.00 0.22
C 0.20 0.07 0.23
H 0.11 0.01 -0.01
O -0.16 -0.10 0.05
C 0.13 -0.26 -0.12
H 0.11 0.03 -0.04
C -0.33 0.08 -0.56
H -0.20 -0.14 -0.04
H 0.07 0.06 -0.02
H -0.09 -0.05 -0.02
H -0.13 -0.07 0.09
H 0.09 0.07 -0.01
H 0.01 -0.22 -0.07
C -0.10 -0.03 0.10
H -0.01 0.07 0.02
H -0.03 0.04 0.05
H -0.01 0.04 0.10
C 0.11 -0.36 0.03
O 0.04 -0.03 0.05
C -0.24 -0.19 -0.01
H 0.00 -0.03 0.00
H 0.08 0.14 -0.01
S 0.21 0.32 -0.23
C -0.12 -0.34 0.18
N 0.36 0.47 -0.11
C -0.25 0.10 -0.37
N -0.62 -0.74 0.06
N 0.58 0.39 0.26
H 0.01 -0.05 0.13
H -0.09 -0.23 0.16
H 0.14 -0.06 -0.24
H 0.06 0.07 -0.09
H -0.02 0.07 -0.09
H 0.03 0.02 -0.04

Atomic partial charges in e from the natural (NBO) method, atoms 1 to 4: -0.644, 0.145, -0.259, -0.261

[2]
Below is a molecular structure, C26H25AuBN7, with properties calculated with the ωB97M-V functional and the def2-TZVPD basis.

Properties
calculated total energy: -42164.2411 eV
HOMO: -0.2541 Ha
multiplicity: 1

CARTESIAN COORDINATES (ANGSTROEM)
Au (-1.4886, 0.4533, -0.6982)
B (-4.9357, -0.3431, -0.6642)
N (-3.8642, -1.4287, -0.4951)
C (-3.9623, -2.5702, 0.1866)
C (-2.8295, -3.3304, -0.0590)
C (-2.0726, -2.5498, -0.9175)
N (-2.7193, -1.4115, -1.1788)
N (-4.4256, 0.9985, -0.0541)
C (-5.2366, 1.9326, 0.4337)
C (-4.4817, 3.0254, 0.8352)
C (-3.1796, 2.6600, 0.5459)
N (-3.1678, 1.4358, 0.0033)
H (-5.8991, -0.6643, -0.0453)
H (-5.1502, -0.1771, -1.8280)
H (-4.8117, -2.7726, 0.8081)
H (-2.5849, -4.2922, 0.3383)
H (-1.1176, -2.7509, -1.3620)
H (-6.2962, 1.7749, 0.4611)
H (-4.8325, 3.9397, 1.2677)
H (-2.2692, 3.1988, 0.7029)
C (-0.1673, -1.1273, 3.3770)
C (-0.7875, -0.3305, 2.4241)
N (-0.3096, -0.1114, 1.2223)
C (0.9346, -0.6498, 0.8493)
C (1.5001, -1.6968, 1.7371)
C (0.9606, -1.8520, 3.0014)
C (2.4940, -2.5526, 1.2173)
C (2.7110, -2.7173, -0.1212)
C (1.9683, -2.0183, -1.0984)
C (1.9140, -2.3846, -2.4264)
C (1.0939, -1.6793, -3.3100)
C (0.2618, -0.6904, -2.8201)
N (0.2374, -0.2988, -1.5537)
C (1.2091, -0.8319, -0.6687)
H (-0.5946, -1.2128, 4.3622)
H (-1.7218, 0.1684, 2.6504)
H (1.3967, -2.5758, 3.6780)
H (3.0328, -3.1671, 1.9240)
H (3.4019, -3.4767, -0.4611)
H (2.4838, -3.2405, -2.7615)
H (1.0490, -1.9467, -4.3527)
H (-0.4314, -0.1857, -3.4789)
C (0.5308, 2.6890, 0.9077)
C (1.9425, 2.5840, 0.4392)
C (2.7248, 3.7292, 0.4028)
C (4.0164, 3.7081, -0.0829)
C (4.5159, 2.5328, -0.6126)
C (3.7715, 1.3678, -0.5938)
C (4.3581, 0.1056, -1.1443)
C (2.4906, 1.3699, -0.0043)
N (1.9109, 0.1220, 0.1540)
H (0.2388, 3.7305, 1.0157)
H (0.3778, 2.1817, 1.8586)
H (-0.1280, 2.2208, 0.1674)
H (2.3052, 4.6538, 0.7679)
H (4.6246, 4.5986, -0.0569)
H (5.5118, 2.5124, -1.0299)
H (5.4295, 0.2120, -1.3056)
H (3.8900, -0.1496, -2.0958)
H (4.1755, -0.7188, -0.4579)

Forces on the atoms, in the same order (eV/Å):
Au -0.67 1.11 -0.99
B 0.29 0.03 -0.30
N -0.07 -0.35 0.07
C 0.17 -0.45 0.29
C -0.20 -0.14 0.33
C -0.43 0.19 0.07
N 0.12 -0.45 -0.81
N -0.23 0.12 0.19
C 0.00 0.43 0.21
C -0.25 -0.08 -0.02
C -0.24 -0.26 -0.05
N 0.19 0.65 0.10
H -0.32 -0.10 0.19
H -0.07 0.02 -0.28
H -0.21 -0.03 0.05
H -0.01 -0.28 0.11
H 0.23 -0.02 -0.13
H -0.17 -0.10 0.03
H -0.06 0.16 0.09
H 0.27 0.08 -0.03
C 1.68 -1.42 0.44
C 0.11 0.76 -1.94
N 0.45 -0.36 1.36
C -0.08 0.45 2.98
C 0.88 -0.35 -1.88
C -1.48 0.54 1.39
C -0.70 0.78 1.52
C -0.43 0.40 -1.71
C 0.16 0.02 2.05
C -0.93 0.31 -1.86
C 1.57 -1.72 0.49
C -0.69 1.15 1.37
N 0.91 -0.31 -1.02
C 1.04 0.34 -2.38
H -0.03 -0.13 0.10
H -0.19 0.00 -0.04
H 0.09 0.05 0.07
H -0.02 -0.22 0.04
H 0.01 -0.10 -0.02
H 0.13 0.03 -0.10
H 0.00 -0.01 -0.10
H -0.12 -0.04 0.04
C -0.14 0.00 0.03
C -0.04 -0.22 -0.06
C 0.15 -0.02 0.01
C 0.00 -0.03 -0.08
C 0.03 0.22 0.02
C -0.08 -0.17 0.20
C -0.03 0.06 0.05
C 0.49 1.30 -0.27
N -1.28 -2.16 0.03
H 0.06 0.12 0.06
H -0.08 0.06 0.03
H 0.02 0.11 0.24
H -0.08 0.11 0.07
H 0.05 0.12 -0.07
H 0.11 -0.04 -0.05
H -0.01 0.02 -0.03
H 0.00 -0.11 -0.08
H 0.10 -0.05 -0.01

Atomic partial charges in e from the natural (NBO) method, atoms 1 to 4: 0.817, 0.177, -0.301, -0.017

[3]
Below is a molecular structure, C11H14ClHfNO3, with properties calculated with the ωB97M-V functional and the def2-TZVPD basis.

Properties
calculated total energy: -33077.6261 eV
HOMO: -0.5677 Ha
multiplicity: 1
net charge: +2

CARTESIAN COORDINATES (ANGSTROEM)
Cl (1.0586, 1.6509, -3.2199)
C (-0.4664, 1.8351, 1.4123)
C (-1.5003, 0.8445, 1.6370)
C (-2.2127, 0.6640, 0.3761)
H (-1.9578, 0.6695, 2.6392)
C (-1.6072, 1.5209, -0.6299)
C (-0.5134, 2.2285, 0.0193)
H (-0.0178, 3.0896, -0.4165)
H (-0.0207, 2.4459, 2.2265)
H (-3.1651, 0.1538, 0.2552)
C (-2.1010, 1.7500, -2.0086)
Hf (-0.0875, 0.0028, -0.0688)
C (-0.8745, -2.2605, -0.9365)
O (-0.8357, -3.4203, -0.9936)
C (2.0334, 0.5706, -1.3250)
O (3.1438, 0.3657, -1.6176)
H (-2.5674, 0.8227, -2.3655)
H (-1.2296, 2.0082, -2.6347)
H (-2.8375, 2.5714, -2.0239)
C (1.1700, -2.7077, 3.8832)
N (2.0830, -2.4520, 2.7477)
C (3.4048, -3.1171, 2.7815)
C (1.8435, -1.6329, 1.7509)
O (0.8007, -0.8699, 1.6196)
H (1.7254, -3.3700, 4.5633)
H (0.2400, -3.1988, 3.5646)
H (0.8964, -1.7721, 4.3889)
H (3.5327, -3.7621, 1.8908)
H (4.1926, -2.3414, 2.7344)
H (3.4746, -3.6966, 3.7114)
H (2.5996, -1.6614, 0.9365)

Forces on the atoms, in the same order (eV/Å):
Cl -0.18 -0.94 1.52
C -2.10 0.69 -0.05
C -0.94 2.28 -0.37
C 0.18 1.49 0.51
H 0.94 -0.70 -0.94
C -1.25 1.70 1.84
C -1.55 0.40 0.82
H 0.41 -0.45 -0.16
H 0.37 -1.05 -0.76
H 0.33 -0.27 -0.10
C 0.36 -0.32 -0.51
Hf 4.71 -2.80 -1.01
C 0.42 -5.80 -0.07
O -0.43 5.80 0.08
C 2.23 -0.54 -1.20
O -3.11 0.56 1.29
H -0.07 0.39 -0.26
H -0.63 -0.04 -0.03
H 0.23 -0.34 0.11
C -0.14 0.11 0.27
N -0.61 1.04 -0.85
C 0.74 -0.01 -0.58
C 0.68 -1.11 0.33
O -0.05 -0.48 -0.46
H -0.54 0.40 -0.15
H 0.40 0.07 -0.11
H 0.25 -0.23 -0.14
H -0.17 0.13 0.63
H -0.36 -0.49 0.29
H 0.13 0.23 -0.55
H -0.25 0.27 0.61

Atomic partial charges in e from the natural (NBO) method, atoms 1 to 4: -0.455, -0.293, -0.334, -0.411